Arrangement 1

This record from the Open Molecules 2025 dataset describes 2 unconnected molecules or ions with the total composition C2H3NO2. The level of theory is ωB97M-V with the def2-TZVPD basis set.

As for the LUMO energy (spin up / spin down): 0.48 / -0.35 eV. The value obtained for the HOMO energy (spin up / spin down) is -7.71 / -13.40 eV. As for the charge: 0. As for the multiplicity: 3. The frontier orbital gap (spin up / spin down) is 8.19 / 13.05 eV. As for the expectation value of S²: 2.0072.

The geometry in XYZ format:
```
8
Properties=species:S:1:pos:R:3:mulliken_charge:R:1
C -0.679 0.439 0.633 0.444
C 0.033 0.530 -0.622 -0.685
N 0.367 -1.614 1.229 0.013
O -1.459 0.940 1.347 -0.339
O 1.032 -1.883 0.291 -0.308
H 0.729 -0.330 -0.719 0.334
H -0.651 0.476 -1.471 0.269
H 0.626 1.442 -0.690 0.273
```

***

Arrangement 2

This record from the Open Molecules 2025 dataset describes C2H3NO2 in the gas phase. The level of theory is ωB97M-V with the def2-TZVPD basis set.

As for the LUMO energy (spin up / spin down): 1.10 / -2.49 eV. The value obtained for the HOMO energy (spin up / spin down) is -8.25 / -10.06 eV. As for the charge: 0. As for the multiplicity: 3. The frontier orbital gap (spin up / spin down) is 9.35 / 7.58 eV. As for the expectation value of S²: 2.0086.

The geometry in XYZ format:
```
8
Properties=species:S:1:pos:R:3:mulliken_charge:R:1
C -0.580 0.834 1.138 -0.483
C 0.084 0.304 0.147 0.048
N 0.680 -1.129 -1.531 0.163
O 0.975 -2.231 -1.864 -0.299
O 0.244 -1.027 -0.218 -0.136
H -0.675 1.975 1.045 0.203
H -1.047 0.221 1.947 0.255
H 0.319 1.053 -0.665 0.248
```

***

Stability verdict: arrangement 1, ahead by 0.0775 hartree

***

Arrangement 1

This record from the Open Molecules 2025 dataset describes C2H3NO2 in the gas phase. The level of theory is ωB97M-V with the def2-TZVPD basis set.

As for the LUMO energy (spin up / spin down): 0.73 / -2.91 eV. The value obtained for the HOMO energy (spin up / spin down) is -5.65 / -10.94 eV. As for the charge: 0. As for the multiplicity: 3. The frontier orbital gap (spin up / spin down) is 6.38 / 8.03 eV. As for the expectation value of S²: 2.0099.

The geometry in XYZ format:
```
8
Properties=species:S:1:pos:R:3:mulliken_charge:R:1
C 0.016 1.081 0.010 0.124
C -0.313 -0.397 -0.146 0.135
N 1.026 0.313 -0.465 -0.302
O -0.271 2.077 0.562 -0.367
O -0.381 -1.381 0.854 -0.472
H -0.696 -0.982 -1.025 0.321
H 1.260 0.249 -1.477 0.216
H -0.641 -0.960 1.687 0.344
```

***

Arrangement 2

This record from the Open Molecules 2025 dataset describes 2 unconnected molecules or ions with the total composition C2H3NO2. The level of theory is ωB97M-V with the def2-TZVPD basis set.

As for the LUMO energy (spin up / spin down): 0.39 / -1.05 eV. The value obtained for the HOMO energy (spin up / spin down) is -8.97 / -9.74 eV. As for the charge: 0. As for the multiplicity: 3. The frontier orbital gap (spin up / spin down) is 9.35 / 8.70 eV. As for the expectation value of S²: 2.0076.

The geometry in XYZ format:
```
8
Properties=species:S:1:pos:R:3:mulliken_charge:R:1
C -1.165 0.601 -0.394 -0.320
C -1.778 -0.410 -0.279 0.194
N 2.751 0.215 0.432 -0.074
O 3.528 -0.220 -0.410 -0.206
O -2.528 -1.439 0.135 -0.509
H -0.374 1.115 -0.972 0.275
H 2.855 1.281 0.720 0.282
H -3.288 -1.143 0.768 0.357
```

***

Stability verdict: arrangement 1, ahead by 0.0087 hartree

***

Arrangement 1

This record from the Open Molecules 2025 dataset describes C10H12N4O in the gas phase. The level of theory is ωB97M-V with the def2-TZVPD basis set.

As for the LUMO energy: 0.28 eV. The value obtained for the HOMO energy is -9.14 eV. Its SMILES is CCCOn1nnnc1-c1ccccc1. As for the charge: 0. As for the multiplicity: 1. The frontier orbital gap is 9.42 eV.

The geometry in XYZ format:
```
27
Properties=species:S:1:pos:R:3:mulliken_charge:R:1
C -3.112 -2.317 -2.136 -1.189
C -2.353 -0.987 -1.706 -0.218
C -0.799 -1.232 -1.869 -0.508
O -0.204 -0.304 -1.032 -0.175
N 1.102 -0.650 -0.883 0.619
N 1.882 -1.169 -1.756 -0.275
N 3.023 -1.157 -1.337 -0.676
N 3.189 -0.454 -0.194 -0.302
C 1.967 -0.078 0.056 0.076
C 1.490 0.805 1.090 0.469
C 2.310 1.162 2.182 -0.429
C 1.939 2.131 3.099 -0.464
C 0.660 2.777 3.000 -0.436
C -0.164 2.339 1.973 -0.488
C 0.208 1.387 1.061 -0.023
H -2.609 -2.866 -2.909 0.339
H -4.176 -2.088 -2.419 0.309
H -3.081 -3.024 -1.316 0.363
H -2.427 -0.822 -0.622 0.221
H -2.521 -0.103 -2.285 0.325
H -0.180 -1.099 -2.808 0.308
H -0.365 -2.197 -1.507 0.374
H 3.276 0.655 2.260 0.418
H 2.543 2.280 3.995 0.351
H 0.166 3.475 3.708 0.327
H -1.169 2.655 1.861 0.414
H -0.593 0.882 0.496 0.269
```

***

Arrangement 2

This record from the Open Molecules 2025 dataset describes C10H12N4O in the gas phase. The level of theory is ωB97M-V with the def2-TZVPD basis set.

As for the LUMO energy: 0.46 eV. The value obtained for the HOMO energy is -7.94 eV. Its SMILES is CCC(=O)N1NC(C)=Nc2cnccc21. As for the charge: 0. As for the multiplicity: 1. The frontier orbital gap is 8.40 eV.

The geometry in XYZ format:
```
27
Properties=species:S:1:pos:R:3:mulliken_charge:R:1
C 1.526 0.921 -2.902 -0.938
C 1.226 1.830 -1.707 -0.614
C 0.014 1.360 -0.882 0.537
O -0.986 2.019 -1.127 -0.585
N 0.044 0.382 0.116 0.214
N 1.315 -0.288 0.282 -0.413
C 1.793 -0.560 1.582 0.571
C 3.228 -0.994 1.727 -1.170
N 1.084 -0.440 2.673 -0.601
C -0.192 0.111 2.554 0.538
C -0.931 0.384 3.717 -0.318
N -2.194 0.824 3.706 -0.650
C -2.736 1.139 2.515 -0.300
C -2.090 0.927 1.298 -0.386
C -0.781 0.460 1.285 0.211
H 1.925 -0.046 -2.611 0.306
H 2.280 1.475 -3.464 0.317
H 0.640 0.737 -3.539 0.298
H 1.015 2.849 -2.074 0.328
H 2.164 1.792 -1.113 0.299
H 2.000 -0.166 -0.452 0.251
H 3.399 -1.915 1.132 0.301
H 3.488 -1.206 2.760 0.322
H 3.849 -0.198 1.347 0.307
H -0.429 0.128 4.629 0.418
H -3.712 1.591 2.425 0.344
H -2.650 1.173 0.412 0.412
```

***

Stability verdict: arrangement 2, ahead by 0.1239 hartree

***

Arrangement 1

This record from the Open Molecules 2025 dataset describes a gas-phase ion, C2H8N5 (charge +1). The level of theory is ωB97M-V with the def2-TZVPD basis set.

As for the LUMO energy: -4.97 eV. The value obtained for the HOMO energy is -13.42 eV. Its SMILES is NC/C=N/[NH+]=N\N. As for the charge: +1. As for the multiplicity: 1. The frontier orbital gap is 8.46 eV.

The geometry in XYZ format:
```
15
Properties=species:S:1:pos:R:3:mulliken_charge:R:1
N 2.142 0.998 -0.018 -0.536
C 1.914 -0.401 -0.097 -0.353
C 0.594 -0.840 0.382 -0.306
N -0.422 -0.242 -0.033 -0.359
N -1.584 -0.840 0.129 0.618
N -2.680 -0.185 0.103 -0.455
N -2.699 1.104 0.080 -0.084
H 1.631 1.441 -0.776 0.238
H 3.090 1.115 -0.082 0.239
H 1.743 -0.814 -1.081 0.254
H 2.728 -1.038 0.341 0.413
H 0.582 -1.723 0.938 0.481
H -1.569 -1.787 0.038 0.259
H -1.844 1.692 0.058 0.308
H -3.626 1.519 0.018 0.284
```

***

Arrangement 2

This record from the Open Molecules 2025 dataset describes 2 unconnected molecules or ions with the total composition C2H8N5. The level of theory is ωB97M-V with the def2-TZVPD basis set.

As for the LUMO energy: -4.55 eV. The value obtained for the HOMO energy is -13.34 eV. As for the charge: +1. As for the multiplicity: 1. The frontier orbital gap is 8.79 eV.

The geometry in XYZ format:
```
15
Properties=species:S:1:pos:R:3:mulliken_charge:R:1
C -0.859 -1.078 -0.810 -0.074
C 1.455 1.485 -0.578 -0.732
N 2.985 -0.831 1.538 -0.600
N 2.460 -0.213 0.811 0.572
N -1.418 -0.451 0.147 0.319
N 1.574 0.282 0.194 -0.237
N -2.590 -0.612 0.807 -0.685
H 0.196 -0.778 -1.001 0.268
H -1.192 -1.857 -1.479 0.319
H 2.049 1.556 -1.528 0.303
H 0.444 1.520 -0.816 0.322
H 1.701 2.364 -0.011 0.364
H -0.808 0.178 0.622 0.284
H -3.280 -1.262 0.282 0.278
H -2.717 -0.302 1.821 0.299
```

***

Stability verdict: arrangement 1, ahead by 0.0504 hartree